This record from the Open Molecules 2025 dataset describes a structure of composition C45H49HfNO3Sb2. The level of theory is ωB97M-V/def2-TZVPD.

Total charge: +2
Gap between HOMO and LUMO in eV: 6.470
ΔE to the lowest compared entry with this formula, charge and spin in kJ/mol: 260.7

The geometry in XYZ format:
```
101
Properties=species:S:1:pos:R:3:forces:R:3
Hf 0.807953 0.266442 -0.093004 0.092 2.394 -1.613
Sb -0.853947 2.540742 0.727396 0.059 2.426 0.776
Sb -1.533747 2.795842 -2.642204 -0.781 -0.032 -0.923
O 0.589053 -1.237958 -1.154104 -0.156 -1.826 -0.843
O 1.041053 1.233242 -2.247004 0.171 -0.366 -0.209
O 0.295153 0.350542 1.698096 0.208 -1.004 1.747
N 2.742453 -0.597658 0.517996 0.371 -0.475 0.174
C 2.987353 -0.936358 1.803196 0.341 0.056 0.519
C -0.499747 3.144742 2.784996 -0.220 -0.233 -0.086
C 1.534553 -1.627458 -2.132204 0.636 -0.737 -1.305
C 2.285053 -5.870558 -2.086704 -0.045 -0.078 0.096
C -2.172647 2.331342 -4.661104 0.149 0.279 0.257
C -0.965347 -1.554758 -4.954204 -0.056 -0.055 0.169
C -1.283147 1.162042 6.310696 0.090 0.124 0.031
C 2.657553 -3.698858 -3.035704 -0.056 -0.006 0.058
C 4.112653 -2.436358 -0.187204 -0.139 0.310 0.105
C -0.647147 -3.677258 1.826396 -0.024 -0.104 -0.030
C 0.807653 -0.311058 2.840396 0.297 -0.300 1.489
C 3.767953 -2.036358 2.133396 -0.078 0.273 -0.298
C 0.951753 -1.307758 -3.509004 -0.117 0.002 -0.019
C 2.916753 -5.055058 -3.010504 0.071 0.006 -0.052
C 0.576553 -3.949558 3.873496 0.086 0.031 0.038
C -0.292447 -2.334558 1.786496 0.003 0.359 0.030
C 0.498153 -1.800558 2.797196 -0.415 0.066 -0.391
C 3.306853 -1.341158 -0.458704 0.647 -0.334 -0.232
C -5.008847 4.311242 1.563996 -0.100 0.025 0.071
C -5.130547 4.052042 -0.813904 0.041 0.000 0.093
C -3.003647 4.459142 0.228096 -0.609 -0.160 0.071
C 1.776753 -3.137558 -2.116604 -0.202 -0.078 0.241
C -1.261047 0.072442 4.174796 0.108 0.082 0.049
C 1.148053 -3.955558 -1.193004 -0.059 0.307 -0.040
C 2.353053 -0.105058 2.867996 -0.590 0.041 -0.128
C -0.201947 -4.485758 2.859596 -0.141 0.013 -0.204
C -1.956747 0.528142 5.279396 -0.080 -0.037 -0.140
C -3.137147 4.245042 -2.284704 0.293 -0.318 -0.121
C 1.682953 -0.806758 -4.585004 -0.024 -0.096 0.219
C -0.381947 -1.670558 -3.707504 0.111 0.064 0.010
C 0.117553 0.243442 4.086396 0.052 0.145 -0.043
C 4.330453 -2.804858 1.129696 -0.136 0.344 -0.034
C 0.783953 0.897742 5.113696 -0.021 -0.126 -0.129
C 0.919953 -2.613058 3.845196 -0.017 0.014 -0.120
C -2.411747 0.943742 -1.870704 0.163 0.317 0.084
C 1.091953 -0.699458 -5.835704 -0.026 0.062 -0.096
C -0.226247 -1.077458 -6.025604 0.041 0.030 -0.026
C 1.395853 -5.318258 -1.182704 0.007 -0.132 0.031
C -5.755647 4.091142 0.418996 -0.048 -0.061 0.054
C -3.754547 4.223642 -0.930404 -0.163 0.105 0.109
C 1.297553 2.911942 0.274196 -0.466 0.013 -0.030
C -3.644347 4.500142 1.463396 -0.043 0.054 -0.076
C -1.529147 4.561042 0.197496 0.286 -0.262 -0.265
C 2.932253 -0.966358 -1.852704 -0.326 -0.145 0.102
C 0.083453 1.356542 6.218696 -0.042 0.031 0.106
H -1.143047 4.894342 -0.761304 0.159 -0.014 0.066
H 0.892753 -5.949858 -0.466304 -0.049 -0.051 0.085
H -1.632247 0.275742 -1.454604 -0.410 0.182 -0.214
H 4.544653 -2.999758 -0.996404 0.002 -0.035 -0.159
H 2.746553 -0.407158 3.835796 -0.008 0.058 -0.049
H -1.782447 -0.425758 3.371296 -0.129 -0.108 -0.068
H -0.931847 -2.077858 -2.872304 -0.150 -0.045 0.005
H -1.802647 3.084342 -5.347504 0.072 0.100 -0.108
H -1.290047 -4.088958 1.061296 -0.029 -0.034 -0.059
H -3.059347 4.718042 2.346896 0.023 -0.016 0.130
H 1.885653 1.973742 0.204196 1.058 0.905 0.085
H -0.685947 -1.677958 0.991396 0.030 -0.603 0.488
H -1.362947 2.956842 3.424896 0.026 -0.003 -0.125
H 1.674253 -0.331558 -6.664704 0.063 0.058 -0.120
H 1.847853 1.071742 5.074596 0.141 0.003 -0.014
H 0.464653 -3.515858 -0.483404 -0.014 -0.048 0.038
H -3.257847 2.340242 -4.690804 -0.116 -0.070 0.045
H 0.332753 2.566942 3.179896 -0.043 0.092 -0.099
H 2.929453 0.124842 -1.953604 0.065 -0.256 -0.111
H 1.708253 3.490942 1.100596 0.065 -0.307 0.083
H -6.825147 3.965642 0.483596 -0.101 -0.021 0.013
H -2.941847 0.428142 -2.665304 0.024 -0.083 -0.114
H -0.481547 -5.527158 2.884396 -0.052 -0.101 0.020
H 3.652953 -1.375858 -2.556804 -0.036 0.098 0.021
H 2.561353 0.959042 2.711696 0.064 -0.070 0.103
H -3.024947 0.387342 5.334896 -0.112 -0.039 0.025
H 4.934453 -3.661858 1.373496 0.107 -0.165 0.005
H 0.895753 -4.565558 4.700496 0.035 -0.076 0.039
H -1.172147 5.215042 0.985696 0.204 -0.004 0.081
H 0.816753 0.528342 -2.917004 0.115 0.362 0.217
H -1.806947 1.358242 -4.971804 0.094 -0.137 0.033
H -3.892447 4.086442 -3.051704 0.013 0.007 -0.028
H -5.725047 3.915242 -1.705404 -0.030 -0.045 -0.104
H 3.140753 -3.091258 -3.785404 0.058 0.107 -0.133
H -2.672747 5.217842 -2.463004 0.078 -0.029 -0.121
H -0.259047 4.211042 2.798196 -0.059 -0.169 -0.159
H -1.990647 -1.863558 -5.083304 -0.121 -0.011 -0.093
H 3.614053 -5.477458 -3.714704 0.072 -0.073 -0.145
H 2.482353 -6.930858 -2.080704 0.012 -0.109 0.018
H -3.121347 1.203842 -1.086504 0.010 -0.125 0.134
H 1.487953 -2.191158 4.660296 0.064 0.070 0.143
H -0.676647 -1.012958 -7.004004 -0.012 0.038 -0.096
H 3.934553 -2.281858 3.167896 -0.032 0.034 0.162
H 0.609553 1.868242 7.009996 0.058 0.021 0.076
H 1.414353 3.496342 -0.639604 -0.001 -0.321 -0.038
H 2.719253 -0.525958 -4.468304 0.146 0.039 0.015
H -1.818047 1.513242 7.178696 -0.080 0.024 0.086
H -5.489647 4.355342 2.528096 -0.071 0.023 0.108
H 1.415053 1.964742 -2.775004 -0.340 -0.061 0.560
```
Forces are in eV/Å.

Results of the Mulliken charge analysis, in e, for atoms 1 through 99: atom 1 (Hf): -0.251, atom 2 (Sb): -0.012, atom 3 (Sb): 0.914, atom 4 (O): 0.421, atom 5 (O): -0.246, atom 6 (O): 0.819, atom 7 (N): 0.134, atom 8 (C): -0.067, atom 9 (C): -1.287, atom 10 (C): 1.178, atom 11 (C): -0.811, atom 12 (C): -1.198, atom 13 (C): -1.051, atom 14 (C): -0.605, atom 15 (C): -0.407, atom 16 (C): -0.617, atom 17 (C): -0.985, atom 18 (C): 1.505, atom 19 (C): -0.844, atom 20 (C): -0.845, atom 21 (C): -0.953, atom 22 (C): -1.043, atom 23 (C): 0.952, atom 24 (C): -0.134, atom 25 (C): -0.263, atom 26 (C): -0.956, atom 27 (C): -0.947, atom 28 (C): 0.814, atom 29 (C): 0.043, atom 30 (C): -0.414, atom 31 (C): 0.529, atom 32 (C): -1.169, atom 33 (C): -0.763, atom 34 (C): -0.850, atom 35 (C): -1.908, atom 36 (C): 0.616, atom 37 (C): -0.292, atom 38 (C): -0.481, atom 39 (C): -0.966, atom 40 (C): 0.109, atom 41 (C): -0.557, atom 42 (C): -1.036, atom 43 (C): -1.024, atom 44 (C): -0.582, atom 45 (C): -0.784, atom 46 (C): -0.739, atom 47 (C): 1.520, atom 48 (C): -1.611, atom 49 (C): -0.539, atom 50 (C): -1.728, atom 51 (C): -0.778, atom 52 (C): -0.933, atom 53 (H): 0.644, atom 54 (H): 0.533, atom 55 (H): -0.002, atom 56 (H): 0.536, atom 57 (H): 1.056, atom 58 (H): 0.327, atom 59 (H): 0.550, atom 60 (H): 0.434, atom 61 (H): 0.543, atom 62 (H): 0.477, atom 63 (H): 0.424, atom 64 (H): 0.391, atom 65 (H): 0.357, atom 66 (H): 0.521, atom 67 (H): 0.456, atom 68 (H): -0.178, atom 69 (H): 0.432, atom 70 (H): 0.328, atom 71 (H): 0.332, atom 72 (H): 0.550, atom 73 (H): 0.432, atom 74 (H): 0.574, atom 75 (H): 0.495, atom 76 (H): 1.379, atom 77 (H): 0.402, atom 78 (H): 0.462, atom 79 (H): 0.517, atom 80 (H): 0.524, atom 81 (H): 0.813, atom 82 (H): -0.087, atom 83 (H): 0.168, atom 84 (H): 0.579, atom 85 (H): 0.393, atom 86 (H): 0.447, atom 87 (H): 0.537, atom 88 (H): 0.693, atom 89 (H): 0.497, atom 90 (H): 0.469, atom 91 (H): 0.459, atom 92 (H): 0.507, atom 93 (H): 0.506, atom 94 (H): 0.478, atom 95 (H): 0.513, atom 96 (H): 0.482, atom 97 (H): 0.475, atom 98 (H): 0.453, atom 99 (H): 0.452